{
  "formula": "C18H28N3OPtS",
  "method": "ωB97M-V/def2-TZVPD",
  "total_charge": 1,
  "e_homo_ev": -10.79,
  "de_lowest_kj_mol": 21.1,
  "elements": ["Pt", "N", "C", "C", "N", "H", "H", "H", "H", "H", "H", "H", "H", "C", "S", "O", "C", "C", "C", "C", "C", "C", "H", "H", "H", "H", "H", "H", "H", "H", "C", "N", "C", "C", "C", "C", "C", "C", "C", "C", "H", "H", "H", "H", "H", "H", "H", "H", "H", "H", "H", "H"],
  "xyz": [[0.63, -0.69, 0.30], [0.59, -2.96, -0.52], [1.62, -3.05, -1.56], [2.87, -2.32, -1.10], [2.56, -0.89, -0.90], [0.87, -3.45, 0.32], [-0.30, -3.35, -0.82], [1.22, -2.58, -2.46], [1.87, -4.09, -1.81], [3.66, -2.46, -1.83], [3.21, -2.72, -0.14], [2.40, -0.44, -1.80], [3.33, -0.41, -0.45], [1.85, -1.13, 4.58], [2.16, -1.01, 2.84], [1.28, -2.07, 2.18], [1.30, 0.50, 2.43], [-0.10, 0.49, 2.43], [-0.77, 1.68, 2.13], [-0.06, 2.82, 1.83], [1.34, 2.81, 1.83], [2.03, 1.65, 2.14], [0.78, -1.09, 4.76], [2.36, -0.31, 5.07], [2.26, -2.08, 4.92], [-0.64, -0.41, 2.72], [-1.85, 1.70, 2.13], [-0.58, 3.73, 1.58], [1.88, 3.71, 1.59], [3.11, 1.63, 2.14], [-4.12, 0.05, -2.05], [-3.14, -0.74, -1.32], [-2.28, -1.46, -2.23], [-2.42, -0.01, -0.29], [-1.41, 1.01, -0.78], [-1.87, 2.22, -1.31], [-1.01, 3.15, -1.87], [0.35, 2.89, -1.90], [0.84, 1.71, -1.36], [-0.03, 0.78, -0.78], [-4.77, -0.61, -2.61], [-3.67, 0.77, -2.76], [-4.74, 0.61, -1.34], [-2.89, -2.06, -2.90], [-1.64, -2.14, -1.66], [-1.62, -0.81, -2.83], [-1.93, -0.75, 0.36], [-3.16, 0.49, 0.34], [-2.93, 2.43, -1.29], [-1.39, 4.07, -2.28], [1.04, 3.60, -2.34], [1.91, 1.56, -1.34]]
}



{
  "formula": "C8H12FN",
  "method": "ωB97M-V/def2-TZVPD",
  "s_squared": 2.026,
  "e_homo_ev": [-5.01, -9.11],
  "spin_multiplicity": 3,
  "de_lowest_kj_mol": 38.1,
  "elements": ["C", "C", "C", "C", "C", "C", "C", "C", "N", "F", "H", "H", "H", "H", "H", "H", "H", "H", "H", "H", "H", "H"],
  "xyz": [[-0.71, 1.69, -0.41], [0.66, 1.06, -0.34], [-0.13, -1.36, -0.15], [-2.29, -0.70, -1.27], [0.66, -0.15, 0.53], [-2.49, 1.58, 1.27], [-1.57, -1.16, -0.23], [2.08, -0.65, 0.88], [-1.53, 1.73, 0.55], [-2.35, -1.59, 0.79], [-0.83, 2.52, -1.13], [1.02, 0.65, -1.32], [1.25, 1.87, 0.12], [0.53, -1.46, -1.07], [0.08, -2.24, 0.42], [-3.41, -0.76, -1.20], [-1.90, -0.27, -2.18], [0.06, -0.01, 1.41], [-2.95, 2.10, 2.12], [2.75, 0.14, 1.07], [2.63, -0.96, -0.14], [2.21, -1.34, 1.68]]
}



{
  "formula": "C5H11N2O",
  "method": "ωB97M-V/def2-TZVPD",
  "total_charge": 1,
  "smiles": "C/N=C/C/[NH+]=C/OC",
  "e_homo_ev": -13.19,
  "de_lowest_kj_mol": 466.3,
  "elements": ["C", "N", "C", "C", "N", "C", "O", "C", "H", "H", "H", "H", "H", "H", "H", "H", "H", "H", "H"],
  "xyz": [[-1.22, 0.70, -2.96], [-0.26, 0.93, -1.92], [0.59, 0.12, -1.52], [1.50, 0.53, -0.39], [0.93, 0.21, 0.90], [-0.06, -0.59, 0.92], [-0.86, -1.01, 1.81], [-0.42, -0.80, 3.18], [-2.04, 0.17, -2.62], [-0.73, -0.02, -3.69], [-1.50, 1.67, -3.42], [0.30, -0.92, -1.37], [2.45, 0.09, -0.47], [1.73, 1.58, -0.62], [1.07, 0.71, 1.72], [-0.62, -1.08, 0.14], [-0.13, 0.33, 3.24], [0.47, -1.35, 3.31], [-1.19, -1.25, 3.75]]
}



{
  "formula": "C4H10O2",
  "method": "ωB97M-V/def2-TZVPD",
  "smiles": "CC[C@@H](O)CO",
  "e_homo_ev": -10.15,
  "de_lowest_kj_mol": 74.9,
  "elements": ["C", "C", "C", "O", "C", "O", "H", "H", "H", "H", "H", "H", "H", "H", "H", "H"],
  "xyz": [[2.15, -0.09, 0.57], [0.85, -0.76, 0.12], [-0.37, 0.15, 0.35], [-0.02, 1.50, 0.12], [-1.50, -0.24, -0.59], [-2.48, 0.78, -0.58], [3.00, -0.45, -0.01], [2.06, 0.98, 0.41], [2.35, -0.27, 1.63], [0.91, -0.99, -0.95], [0.68, -1.71, 0.63], [-0.71, 0.04, 1.40], [-0.86, 1.97, 0.14], [-1.92, -1.21, -0.28], [-1.08, -0.36, -1.60], [-3.06, 0.65, -1.34]]
}



{
  "formula": "C2H13NO4",
  "method": "ωB97M-V/def2-TZVPD",
  "smiles": "C=NC.O.O.O.O",
  "e_homo_ev": -9.68,
  "de_lowest_kj_mol": 153.4,
  "elements": ["C", "N", "C", "H", "H", "H", "H", "H", "O", "H", "H", "O", "H", "H", "O", "H", "H", "O", "H", "H"],
  "xyz": [[-0.19, -1.96, -0.07], [0.32, -1.60, -1.17], [-0.43, -0.54, -1.87], [0.41, -2.40, 0.72], [-1.24, -1.87, 0.21], [-0.96, 0.11, -1.19], [0.33, 0.04, -2.38], [-1.08, -0.98, -2.64], [-0.25, 3.37, 2.31], [0.33, 4.05, 2.67], [0.31, 2.61, 2.12], [1.47, 1.34, 0.58], [1.93, 0.50, 0.40], [2.23, 1.94, 0.62], [-3.59, -0.23, -0.07], [-4.53, -0.36, -0.24], [-3.60, 0.49, 0.57], [2.87, -1.20, -0.02], [2.03, -1.66, -0.22], [3.65, -1.67, -0.32]]
}



{
  "formula": "C2H3N3OS",
  "method": "ωB97M-V/def2-TZVPD",
  "smiles": "Oc1nc(=S)[nH][nH]1",
  "e_homo_ev": -8.44,
  "de_lowest_kj_mol": 17.4,
  "elements": ["O", "C", "N", "C", "S", "N", "N", "H", "H", "H"],
  "xyz": [[-2.05, -0.85, -0.05], [-0.79, -0.47, -0.08], [0.28, -1.17, 0.01], [1.34, -0.21, 0.07], [2.94, -0.56, -0.03], [0.79, 1.05, 0.06], [-0.59, 0.89, -0.10], [-2.02, -1.79, 0.08], [1.23, 1.72, -0.60], [-1.14, 1.39, 0.65]]
}



{
  "formula": "CH5BS2",
  "method": "ωB97M-V/def2-TZVPD",
  "smiles": "CB(S)S",
  "e_homo_ev": -9.38,
  "de_lowest_kj_mol": 119.4,
  "elements": ["C", "B", "S", "S", "H", "H", "H", "H", "H"],
  "xyz": [[-0.30, -0.90, 0.94], [-0.04, 0.12, -0.25], [1.73, -0.13, -1.26], [-1.28, 1.41, -0.47], [-0.78, -0.73, 1.94], [0.62, -1.27, 1.30], [-0.89, -1.86, 0.57], [2.12, 1.21, -1.18], [-1.16, 2.16, -1.59]]
}



{
  "formula": "C2H2S",
  "method": "ωB97M-V/def2-TZVPD",
  "e_homo_ev": -8.12,
  "de_lowest_kj_mol": 379.2,
  "elements": ["C", "C", "S", "H", "H"],
  "xyz": [[-0.28, -0.56, -0.07], [-0.76, 0.49, 0.43], [-1.98, -1.04, 0.30], [0.77, -1.58, -0.74], [-0.48, 1.33, 0.91]]
}



{
  "formula": "C2H2FMgO",
  "method": "ωB97M-V/def2-TZVPD",
  "total_charge": 1,
  "e_homo_ev": -13.82,
  "de_lowest_kj_mol": 88.0,
  "elements": ["C", "C", "F", "O", "H", "H", "Mg"],
  "xyz": [[0.01, -0.23, 0.74], [1.35, 0.29, 0.86], [-0.22, -1.43, 1.33], [0.83, -0.38, -0.46], [2.07, -0.29, 1.44], [1.71, 1.30, 0.67], [-0.76, 0.88, -1.04]]
}



{
  "formula": "C34H68BrNbO16PS7",
  "method": "ωB97M-V/def2-TZVPD",
  "total_charge": -1,
  "e_homo_ev": -4.38,
  "elements": ["C", "C", "C", "C", "C", "Nb", "S", "C", "C", "O", "C", "C", "C", "O", "O", "P", "O", "Br", "H", "H", "H", "H", "H", "H", "H", "H", "H", "H", "H", "H", "H", "H", "H", "H", "H", "H", "H", "H", "C", "C", "C", "S", "O", "O", "C", "H", "H", "H", "H", "H", "H", "H", "H", "C", "C", "C", "S", "O", "O", "C", "H", "H", "H", "H", "H", "H", "H", "H", "C", "C", "C", "S", "O", "O", "C", "H", "H", "H", "H", "H", "H", "H", "H", "C", "C", "C", "S", "O", "O", "C", "H", "H", "H", "H", "H", "H", "H", "H", "C", "C", "C", "S", "O", "O", "C", "H", "H", "H", "H", "H", "H", "H", "H", "C", "C", "C", "S", "O", "O", "C", "H", "H", "H", "H", "H", "H", "H", "H"],
  "xyz": [[-0.87, 1.83, 1.68], [-1.05, 2.84, 1.05], [-1.13, 4.09, 0.28], [-0.37, 3.79, -1.05], [-0.23, 5.01, -1.97], [1.12, 4.53, -3.75], [1.27, 2.08, -3.22], [2.41, 4.18, -5.63], [3.29, 2.93, -5.57], [4.32, 3.07, -6.58], [3.04, 5.04, -2.69], [3.09, 4.68, -1.19], [4.25, 5.44, -0.51], [4.80, 6.40, -0.95], [4.65, 4.96, 0.75], [-1.06, 4.05, -5.12], [-1.24, 2.38, -5.30], [-0.88, 4.98, -7.21], [-0.60, 0.84, 1.89], [-0.59, 4.90, 0.78], [-2.16, 4.39, 0.11], [-0.96, 3.03, -1.57], [0.60, 3.40, -0.73], [-1.20, 5.40, -2.29], [0.25, 5.83, -1.40], [0.97, 6.28, -4.25], [2.19, 1.87, -2.26], [3.08, 5.04, -5.77], [1.81, 4.10, -6.55], [3.78, 2.78, -4.60], [2.68, 2.07, -5.86], [4.69, 2.21, -6.78], [3.83, 4.45, -3.17], [3.28, 6.08, -2.91], [2.20, 4.96, -0.63], [3.34, 3.63, -1.04], [3.83, 4.90, 1.25], [-0.42, 2.00, -5.64], [-1.42, -2.11, -0.99], [-0.78, -3.25, -0.18], [0.74, -3.17, -0.41], [1.09, -1.45, -0.78], [1.55, -1.37, -2.14], [1.83, -0.86, 0.32], [-0.59, -0.87, -0.72], [-2.46, -1.96, -0.72], [-1.38, -2.35, -2.05], [-1.00, -3.10, 0.89], [-1.17, -4.22, -0.46], [1.31, -3.47, 0.47], [1.04, -3.77, -1.27], [-0.74, -0.09, -1.45], [-0.77, -0.49, 0.29], [-4.57, -1.57, -6.26], [-3.41, -0.59, -6.02], [-3.53, -0.08, -4.58], [-4.36, -1.38, -3.65], [-5.64, -0.89, -3.22], [-3.42, -1.97, -2.73], [-4.61, -2.48, -5.04], [-4.44, -2.14, -7.18], [-5.51, -1.01, -6.33], [-2.46, -1.12, -6.14], [-3.42, 0.23, -6.73], [-2.56, 0.12, -4.13], [-4.15, 0.82, -4.52], [-5.55, -3.01, -4.92], [-3.78, -3.19, -5.05], [-2.87, -0.13, 5.79], [-4.33, -0.22, 5.33], [-4.32, -0.48, 3.82], [-2.79, -1.35, 3.47], [-1.95, -0.51, 2.65], [-3.08, -2.72, 3.11], [-2.15, -1.31, 5.15], [-2.78, -0.16, 6.88], [-2.42, 0.81, 5.44], [-4.82, -1.05, 5.84], [-4.88, 0.68, 5.57], [-5.15, -1.10, 3.51], [-4.31, 0.45, 3.26], [-1.07, -1.21, 5.13], [-2.43, -2.25, 5.63], [-6.69, -5.49, 4.05], [-8.20, -5.50, 3.80], [-8.75, -4.14, 4.27], [-7.40, -2.97, 4.09], [-7.01, -2.51, 5.40], [-7.70, -2.06, 3.01], [-6.18, -4.16, 3.52], [-6.20, -6.33, 3.55], [-6.49, -5.57, 5.12], [-8.40, -5.62, 2.74], [-8.70, -6.32, 4.32], [-9.59, -3.81, 3.67], [-9.03, -4.16, 5.32], [-5.20, -3.89, 3.90], [-6.18, -4.14, 2.43], [5.29, 0.95, 2.63], [4.56, 1.64, 1.47], [3.15, 1.98, 1.97], [3.28, 2.21, 3.74], [2.53, 1.17, 4.40], [3.09, 3.61, 4.07], [5.02, 1.81, 3.87], [6.36, 0.86, 2.43], [4.89, -0.05, 2.77], [5.09, 2.55, 1.20], [4.52, 1.01, 0.59], [2.77, 2.90, 1.52], [2.45, 1.17, 1.79], [5.21, 1.29, 4.80], [5.58, 2.74, 3.83], [7.76, -4.29, 0.96], [6.24, -4.25, 0.77], [5.76, -2.88, 1.26], [7.13, -1.75, 1.03], [7.58, -1.30, 2.32], [6.82, -0.82, -0.03], [8.29, -2.97, 0.41], [8.21, -5.14, 0.44], [8.00, -4.38, 2.02], [6.00, -4.36, -0.29], [5.74, -5.05, 1.30], [4.90, -2.52, 0.68], [5.51, -2.89, 2.32], [9.29, -2.73, 0.76], [8.25, -2.94, -0.67]]
}



{
  "formula": "C51H54ClN8OSTa",
  "method": "ωB97M-V/def2-TZVPD",
  "total_charge": -2,
  "e_homo_ev": -0.96,
  "de_lowest_kj_mol": 561.4,
  "elements": ["Ta", "C", "C", "C", "C", "C", "C", "C", "N", "C", "C", "C", "C", "C", "C", "C", "C", "C", "C", "N", "C", "C", "C", "N", "C", "C", "C", "C", "C", "C", "C", "C", "C", "C", "C", "C", "C", "C", "N", "C", "C", "H", "H", "H", "H", "H", "H", "H", "H", "H", "H", "H", "H", "H", "H", "H", "H", "H", "H", "H", "H", "H", "H", "H", "H", "H", "H", "H", "H", "H", "H", "H", "H", "H", "H", "H", "H", "H", "H", "H", "H", "H", "H", "H", "H", "S", "Cl", "O", "N", "C", "C", "N", "C", "N", "C", "C", "C", "C", "C", "C", "N", "C", "C", "C", "C", "C", "C", "H", "H", "H", "H", "H", "H", "H", "H", "H", "H"],
  "xyz": [[0.92, 0.20, 0.35], [-2.08, -0.61, -5.55], [-0.83, 0.22, -5.21], [-0.90, 0.66, -3.75], [-1.48, 1.69, -3.14], [-2.31, 2.78, -3.79], [-3.88, 2.54, -3.79], [-1.25, 1.64, -1.61], [-0.39, 0.59, -1.34], [-0.30, -0.10, -2.54], [0.16, -1.36, -2.80], [0.48, -2.21, -1.71], [0.82, -3.50, -1.98], [0.90, -4.14, -3.38], [-0.51, -4.68, -3.76], [1.17, -4.14, -0.64], [0.39, -3.09, 0.34], [0.46, -3.27, 1.64], [0.30, -2.22, 2.53], [0.12, -0.90, 2.19], [0.12, -0.30, 3.36], [-0.23, 1.01, 3.62], [-0.77, 1.85, 2.60], [-0.74, 1.54, 1.25], [-1.64, 2.40, 0.68], [-1.81, 2.50, -0.74], [-2.15, 3.22, 1.63], [-1.52, 3.02, 2.85], [-1.65, 3.66, 4.17], [-2.95, 3.30, 4.97], [-3.23, 4.23, 1.37], [-4.59, 3.51, 1.44], [0.30, -1.17, 4.51], [0.29, -2.42, 3.97], [0.42, -3.75, 4.61], [-0.93, -4.41, 4.68], [0.12, -0.88, 6.02], [-1.39, -0.70, 6.44], [0.22, -1.85, -0.36], [0.97, -5.64, -0.31], [-0.45, -6.08, -0.28], [-2.03, -1.12, -6.65], [-3.01, 0.05, -5.52], [-2.28, -1.38, -4.81], [-0.73, 1.10, -5.85], [-0.01, -0.46, -5.34], [-1.91, 3.06, -4.79], [-2.15, 3.71, -3.20], [-4.12, 1.64, -4.27], [-4.43, 3.32, -4.27], [-4.19, 2.51, -2.77], [0.16, -1.78, -3.82], [1.71, -4.89, -3.48], [1.12, -3.31, -4.08], [-0.56, -5.05, -4.95], [-1.23, -3.86, -3.40], [-0.85, -5.65, -3.10], [0.86, -4.23, 1.99], [-0.18, 1.62, 4.49], [-2.39, 3.33, -1.14], [-1.47, 4.80, 4.17], [-0.90, 3.20, 4.83], [-3.78, 3.90, 4.58], [-2.85, 3.47, 6.02], [-3.21, 2.26, 4.76], [-3.03, 4.74, 0.39], [-3.19, 5.03, 2.11], [-4.57, 2.49, 0.95], [-5.42, 4.10, 1.07], [-4.79, 3.42, 2.59], [0.71, -3.49, 5.66], [1.24, -4.34, 4.13], [-1.67, -3.65, 4.90], [-0.86, -5.22, 5.39], [-1.14, -4.65, 3.64], [0.78, -0.06, 6.08], [0.66, -1.64, 6.61], [-1.68, 0.32, 6.20], [-1.57, -0.88, 7.44], [-1.88, -1.45, 5.81], [1.33, -5.76, 0.69], [1.51, -6.28, -0.94], [-1.00, -5.24, 0.14], [-0.45, -6.97, 0.37], [-0.90, -6.29, -1.18], [3.85, -2.98, -2.50], [2.31, 1.28, 2.10], [2.48, -0.89, 0.16], [3.87, -0.93, 0.39], [4.29, -2.05, -0.04], [5.68, -2.31, -0.09], [6.79, -2.63, 0.01], [3.47, -3.09, -0.77], [2.60, -3.78, -0.16], [5.76, 1.13, -2.77], [5.45, 2.32, -2.05], [4.24, 2.47, -1.32], [3.19, 1.51, -1.44], [3.45, 0.44, -2.34], [4.65, 0.33, -3.02], [1.93, 1.68, -0.85], [1.31, 2.95, -0.96], [1.05, 3.34, -2.22], [0.37, 4.48, -2.49], [-0.03, 5.30, -1.43], [0.22, 4.96, -0.13], [0.90, 3.74, 0.10], [6.73, 0.95, -3.12], [6.31, 2.97, -1.75], [4.10, 3.32, -0.66], [2.65, -0.24, -2.60], [4.78, -0.56, -3.63], [1.21, 2.64, -3.01], [0.11, 4.78, -3.47], [-0.53, 6.23, -1.64], [-0.10, 5.64, 0.66], [1.15, 3.41, 1.07]]
}



{
  "formula": "C6H7NO3",
  "method": "ωB97M-V/def2-TZVPD",
  "smiles": "O=C1OC(=O)[C@@H]2CNC[C@@H]12",
  "e_homo_ev": -9.62,
  "de_lowest_kj_mol": 46.6,
  "elements": ["O", "C", "O", "C", "O", "C", "C", "N", "C", "C", "H", "H", "H", "H", "H", "H", "H"],
  "xyz": [[2.87, 0.83, -0.98], [2.02, 0.23, -0.41], [2.24, -0.81, 0.49], [1.09, -1.38, 1.01], [1.07, -2.49, 1.43], [0.07, -0.34, 0.76], [-1.42, -0.50, 0.62], [-1.72, 0.69, -0.28], [-0.51, 1.35, -0.79], [0.51, 0.19, -0.57], [0.35, 0.41, 1.49], [-2.01, -0.39, 1.55], [-1.80, -1.39, 0.19], [-2.19, 0.33, -1.11], [-0.68, 1.62, -1.83], [-0.21, 2.27, -0.29], [0.31, -0.63, -1.28]]
}